Record 1
{
  "formula": "H18O9",
  "method": "ωB97M-V with the def2-TZVPD basis set",
  "symbols": ["O", "H", "H", "O", "H", "H", "O", "H", "H", "O", "H", "H", "O", "H", "H", "O", "H", "H", "O", "H", "H", "O", "H", "H", "O", "H", "H"],
  "positions_angstrom": [[-22.1756, 3.0588, 6.2473], [-22.7994, 3.5698, 6.7103], [-21.5115, 2.7458, 6.8785], [-23.6566, 4.7315, 8.2030], [-24.0943, 5.4782, 7.7585], [-22.6665, 4.8101, 8.2646], [-25.1780, 2.9345, 7.1612], [-24.9915, 3.2857, 6.2995], [-24.8725, 3.5634, 7.7892], [-23.8840, 3.4387, 10.8065], [-23.7363, 3.7024, 9.9189], [-23.0770, 3.0917, 11.0922], [-25.6871, 1.3483, 3.3878], [-25.9552, 1.9452, 4.0784], [-26.0924, 1.6506, 2.5388], [-23.2437, 1.0144, 4.4712], [-23.0324, 1.5857, 5.2349], [-24.1232, 1.1598, 4.0707], [-25.0816, 6.5092, 6.7247], [-25.5170, 6.0703, 6.0251], [-25.1383, 7.4183, 6.4414], [-24.7418, 3.5760, 4.5103], [-24.1466, 3.0773, 3.9661], [-24.5038, 4.4845, 4.4567], [-24.7077, 0.2533, 8.7773], [-24.8746, 1.0119, 8.2153], [-24.7283, 0.6166, 9.6094]],
  "forces_ev_per_a": [[1.81, -1.05, -1.04], [-1.39, 0.79, 1.18], [-0.35, 0.08, -0.18], [1.85, -0.11, 0.59], [0.57, 0.41, 0.04], [-1.71, 0.57, -0.24], [-1.21, -1.60, 0.08], [0.20, 0.06, -0.83], [0.40, 0.59, 0.72], [-1.95, 0.29, 0.67], [-0.03, 0.58, -1.39], [1.88, -0.91, 0.85], [-0.57, -0.41, -1.71], [-0.55, 0.54, 0.27], [0.49, -0.28, 1.25], [0.45, 0.11, -0.12], [-0.56, -0.19, -0.52], [0.54, -0.23, 0.61], [0.57, 0.56, 0.73], [-0.93, -1.19, -1.04], [0.21, 0.67, 0.26], [-1.13, 0.05, 0.66], [0.90, -0.46, -0.47], [0.52, 1.01, -0.31], [0.16, -1.26, -2.73], [-0.10, 0.24, -0.59], [-0.07, 1.16, 3.25]],
  "orbital_gap_ev": 9.81,
  "smiles": "O.O.O.O.O.O.O.O.O",
  "lumo_energy_ev": -0.440
}

=====

Record 2
{
  "formula": "H18O9",
  "method": "ωB97M-V with the def2-TZVPD basis set",
  "symbols": ["O", "H", "H", "O", "H", "H", "O", "H", "H", "O", "H", "H", "O", "H", "H", "O", "H", "H", "O", "H", "H", "O", "H", "H", "O", "H", "H"],
  "positions_angstrom": [[1.1755, -0.5696, 3.3664], [0.5639, -0.6177, 2.6317], [1.0547, -1.3962, 3.8338], [2.5318, -0.6564, -0.9931], [2.2300, -0.6007, -0.0864], [1.9129, -0.1172, -1.4856], [-1.0062, -1.3013, -0.6698], [-1.2417, -1.5055, -1.5749], [-1.2720, -2.0747, -0.1724], [0.5575, 0.5842, 0.2499], [0.2924, 0.4338, 1.1573], [-0.1179, 0.1513, -0.2722], [1.1731, 0.1075, -2.1810], [1.3690, 0.7508, -2.8623], [0.5095, 0.5300, -1.6358], [-0.4619, -0.7781, 1.8355], [-1.0410, -1.5375, 1.9002], [-0.7929, -0.1670, 2.4937], [-2.6991, -0.3697, 0.3540], [-2.7058, 0.5355, 0.6650], [-1.8036, -0.5114, 0.0470], [1.2806, 2.4927, -0.3271], [1.1531, 1.6782, 0.1592], [0.4223, 2.9164, -0.3149], [-0.9515, 0.8653, -1.7076], [-1.0561, -0.0783, -1.8293], [-1.0767, 1.2354, -2.5814]],
  "forces_ev_per_a": [[1.92, 0.73, 2.14], [1.72, -0.95, 0.46], [0.19, -0.12, 0.20], [5.98, -4.24, 5.48], [0.61, -0.20, 0.24], [2.84, -0.23, 1.63], [2.62, -3.35, -1.69], [-0.12, -0.95, -0.31], [0.11, -0.54, 0.01], [-1.25, -3.26, 2.31], [0.47, 0.11, -0.77], [0.31, 0.03, 0.87], [-6.15, 2.52, -8.36], [0.19, 0.38, -0.30], [0.14, 1.05, -0.48], [-3.27, -1.24, -0.79], [-0.32, -0.26, 0.19], [-1.15, 0.29, 0.43], [-2.56, 1.21, 1.63], [-0.49, 0.26, 0.14], [-0.78, 0.82, 0.17], [1.66, 4.61, -1.64], [0.46, 0.63, -0.26], [-0.05, 0.20, 0.05], [-2.59, 1.17, -0.48], [-0.42, 0.93, -0.62], [-0.05, 0.39, -0.25]],
  "orbital_gap_ev": 7.71,
  "lumo_energy_ev": -0.695
}

=====

Record 3
{
  "formula": "H18O9",
  "method": "ωB97M-V with the def2-TZVPD basis set",
  "symbols": ["O", "H", "H", "O", "H", "H", "O", "H", "H", "O", "H", "H", "O", "H", "H", "O", "H", "H", "O", "H", "H", "O", "H", "H", "O", "H", "H"],
  "positions_angstrom": [[-1.7941, 1.1189, -0.9693], [-2.5731, 0.5379, -1.1293], [-1.4031, 1.5439, -1.8823], [1.0859, -2.1071, -1.4553], [0.4179, -2.7851, -1.6533], [1.1729, -1.6731, -2.3233], [0.7849, -0.5901, -3.3763], [0.3269, -0.9251, -4.1763], [0.4159, 0.1549, -3.2413], [-2.1281, 3.4489, 1.0087], [-1.2341, 3.3669, 1.1487], [-1.8781, 3.1129, 0.1787], [0.2599, -0.0201, 0.2607], [-0.3561, 0.5979, -0.0223], [0.2079, -0.6381, -0.5703], [2.6599, -0.0421, 1.4897], [1.8459, -0.0241, 0.8957], [2.4909, -0.7561, 2.0967], [1.7559, -3.3901, 1.1237], [1.6299, -2.5621, 0.6027], [0.9649, -4.0011, 1.3367], [0.3949, 3.0909, 1.9457], [0.0019, 2.1889, 1.9777], [1.4179, 3.0749, 2.0057], [-1.9631, -1.1081, 1.8277], [-2.8811, -1.0401, 1.8177], [-1.6221, -0.5741, 1.0837]],
  "forces_ev_per_a": [[0.88, 1.36, -3.28], [0.83, 0.85, -0.40], [-2.09, -1.88, 3.30], [-0.63, -0.80, 0.06], [0.38, 0.03, 0.47], [0.25, 0.12, 0.51], [3.09, -7.86, -3.70], [0.64, 0.06, 0.57], [-3.83, 8.56, 1.90], [-2.66, 0.36, 0.04], [3.99, 0.91, 3.10], [-1.69, -0.99, -3.19], [1.18, -3.39, -1.78], [-1.84, 2.42, -0.47], [0.84, 0.73, 2.22], [-0.93, 0.48, -1.24], [1.27, 0.06, 1.13], [-0.07, -0.44, 0.36], [-0.73, -1.13, 0.66], [-0.85, -1.39, 0.44], [1.62, 2.47, -1.05], [1.84, -0.36, 0.02], [1.27, 0.61, 0.31], [-2.78, -0.64, -0.17], [2.48, 0.05, -0.52], [-2.43, 0.27, 0.00], [-0.04, -0.44, 0.70]],
  "orbital_gap_ev": 9.34,
  "smiles": "O.O.O.O.O.O.O.O.O",
  "lumo_energy_ev": -0.968
}

=====

Record 4
{
  "formula": "H18O9",
  "method": "ωB97M-V with the def2-TZVPD basis set",
  "symbols": ["O", "H", "H", "O", "H", "H", "O", "H", "H", "O", "H", "H", "O", "H", "H", "O", "H", "H", "O", "H", "H", "O", "H", "H", "O", "H", "H"],
  "positions_angstrom": [[1.8612, 1.3515, 1.4112], [2.3811, 2.1618, 1.3343], [2.0165, 0.8785, 0.5800], [-0.8912, -3.5390, -0.6373], [-1.0313, -2.6076, -0.3846], [-1.4967, -3.6912, -1.3694], [-1.2128, 0.6307, -2.5101], [-2.0576, 0.2023, -2.7051], [-1.3887, 1.5756, -2.6070], [1.0415, -0.6707, 3.1358], [1.4096, -0.0494, 2.4862], [1.7201, -0.7694, 3.8109], [-0.6373, 2.6277, 2.7221], [0.1134, 2.1153, 2.3864], [-0.2831, 3.1378, 3.4576], [1.9047, -2.9183, -0.2945], [1.3668, -2.1278, -0.4302], [2.7963, -2.5894, -0.1325], [-1.7245, 3.0896, 0.0473], [-2.2760, 3.8168, 0.3501], [-1.3225, 2.7404, 0.8610], [0.1845, -1.5398, -3.8862], [-0.6382, -2.0359, -3.9000], [-0.0082, -0.7367, -3.3768], [-0.5147, -0.7169, 0.0202], [-0.7311, -0.4374, -0.8943], [-0.5818, 0.1015, 0.5250]],
  "forces_ev_per_a": [[0.14, 0.24, -0.52], [-0.04, -0.12, 0.07], [-0.14, 0.06, 0.13], [-0.34, 0.46, -0.09], [0.13, -0.49, 0.14], [0.02, -0.06, 0.06], [-0.31, -0.11, -0.09], [0.10, 0.16, 0.00], [0.10, -0.05, 0.22], [0.01, 0.13, -0.09], [0.00, -0.27, 0.49], [-0.04, -0.01, -0.09], [0.21, -0.09, -0.19], [0.01, -0.05, 0.23], [-0.09, -0.04, -0.04], [0.37, 0.21, 0.00], [-0.13, -0.20, 0.09], [-0.10, -0.05, -0.01], [0.16, -0.26, -0.05], [0.03, -0.04, 0.04], [-0.27, 0.41, -0.08], [0.04, 0.23, 0.11], [0.04, -0.05, 0.02], [-0.02, -0.20, -0.26], [0.09, 0.24, -0.78], [0.17, 0.12, 0.55], [-0.15, -0.18, 0.13]],
  "orbital_gap_ev": 10.26,
  "smiles": "O.O.O.O.O.O.O.O.O",
  "lumo_energy_ev": -0.200
}

=====

Record 5
{
  "formula": "H18O9",
  "method": "ωB97M-V with the def2-TZVPD basis set",
  "symbols": ["O", "H", "H", "O", "H", "H", "O", "H", "H", "O", "H", "H", "O", "H", "H", "O", "H", "H", "O", "H", "H", "O", "H", "H", "O", "H", "H"],
  "positions_angstrom": [[-1.3724, -1.1315, 2.4225], [-2.1920, -0.6797, 2.4290], [-0.9179, -0.4969, 1.9373], [2.2266, -0.1474, -1.5724], [2.3104, -0.1614, -2.5482], [2.7732, 0.6347, -1.3046], [-1.3597, 0.9701, -2.2207], [-1.9273, 1.2063, -2.9495], [-0.7038, 1.5473, -1.9108], [2.1373, -3.0646, -1.9758], [1.2160, -3.2026, -2.1332], [2.0137, -2.2423, -1.4511], [-3.3214, 0.6334, 0.0582], [-2.9682, 0.8007, 1.0260], [-2.7304, 1.0116, -0.5293], [2.8568, 0.5187, 2.8730], [2.6137, 0.3568, 2.0212], [1.9831, 0.7987, 3.1429], [-0.6254, -3.0587, 0.2024], [-0.7320, -2.3868, 0.9182], [-0.4402, -2.6598, -0.6063], [-0.7859, 2.7170, 0.2436], [-1.5214, 3.3819, -0.0094], [-0.1169, 3.4592, 0.2801], [0.5794, 0.3051, 0.9031], [0.9481, -0.1317, 0.2063], [0.0565, 1.0217, 0.5473]],
  "forces_ev_per_a": [[-0.43, -1.68, 1.13], [-1.98, -0.09, 0.49], [2.57, 1.58, -1.54], [0.71, 1.32, -0.38], [-0.12, -0.18, 0.74], [-0.63, -1.09, -0.26], [-1.46, -2.56, 0.33], [0.44, 0.82, -0.20], [0.97, 1.80, -0.10], [0.10, 1.43, 0.73], [-0.98, -1.00, -0.60], [1.00, -0.52, -0.21], [-1.27, -0.76, 5.07], [-0.99, -0.30, -3.32], [2.28, 1.08, -1.82], [0.63, 0.86, 3.23], [-0.39, -1.09, -4.17], [-0.27, 0.22, 0.99], [-0.44, -0.88, 2.79], [-0.05, -0.53, -0.96], [0.29, 1.41, -1.77], [-0.67, 3.93, -0.85], [0.79, -2.23, 0.52], [-0.10, -1.61, 0.30], [-1.34, 1.63, 3.36], [1.53, -1.97, -3.24], [-0.21, 0.39, -0.26]],
  "orbital_gap_ev": 10.10,
  "smiles": "O.O.O.O.O.O.O.O.O",
  "lumo_energy_ev": -0.660
}